# 1
Density functional theory data (wB97M-V/def2-TZVPD) for C29H19AuF5N3O2Se as an isolated structure at a distorted geometry.

Values from the calculation:
Energy relative to the best compared isomer or geometry (same formula, charge and spin): 0.0 kcal/mol
Net charge: +2
LUMO (alpha / beta): -9.06 / -9.06 eV
HOMO level (alpha / beta): -13.95 / -13.95 eV
Multiplicity: 1

CARTESIAN COORDINATES (ANGSTROEM)
Au (-0.41018, 0.10569, 0.19345)
C (0.81408, 4.53634, -0.38899)
O (1.79091, 3.65293, -1.01354)
C (1.34855, 2.42054, -0.85314)
N (0.19272, 2.25816, -0.31743)
C (-0.36031, 3.59499, -0.03390)
C (-0.77792, 3.73546, 1.43190)
C (-0.30461, 2.78880, 2.33532)
C (-0.61413, 2.90509, 3.68314)
C (-1.39698, 3.92436, 4.19542)
C (-1.86214, 4.87694, 3.28280)
C (-1.55471, 4.78857, 1.92308)
C (2.18625, 1.27593, -1.31054)
C (3.39794, 1.31143, -1.98670)
C (3.96726, 0.08478, -2.32721)
C (3.34216, -1.11827, -1.99939)
C (2.13052, -1.03526, -1.32588)
N (1.61574, 0.12993, -1.01648)
C (1.26645, -2.15404, -0.84577)
N (0.22968, -1.98502, -0.09856)
C (-0.32113, -3.31132, 0.22011)
C (0.52938, -4.24803, -0.66872)
O (1.57974, -3.38244, -1.19338)
C (-1.81045, -3.47286, 0.02243)
C (-2.65046, -2.44155, -0.37262)
C (-4.01651, -2.65923, -0.50911)
C (-4.55186, -3.91007, -0.24841)
C (-3.71656, -4.94791, 0.14491)
C (-2.35585, -4.72934, 0.28096)
H (0.56057, 5.33298, -1.08146)
H (1.28654, 4.95474, 0.49837)
H (-1.21254, 3.72073, -0.70425)
H (0.34166, 2.00027, 2.00160)
H (-0.16051, 2.12047, 4.26752)
H (-1.61353, 4.00795, 5.25302)
H (-2.46689, 5.69814, 3.64341)
H (-1.92667, 5.54915, 1.24701)
H (3.87832, 2.24568, -2.24152)
H (4.91007, 0.06510, -2.85654)
H (3.77656, -2.07374, -2.25822)
H (-0.10604, -3.49234, 1.27800)
H (-0.03243, -4.64116, -1.51397)
H (1.00418, -5.06266, -0.13082)
H (-2.24804, -1.45705, -0.58610)
H (-4.66242, -1.85049, -0.82435)
H (-5.61557, -4.07646, -0.35021)
H (-4.12778, -5.92750, 0.34800)
H (-1.71062, -5.54304, 0.59517)
F (-4.34662, -1.09448, 6.12238)
C (-3.42113, -0.87216, 5.19289)
C (-3.23495, 0.47392, 4.68730)
F (-3.82343, 0.93625, 3.64037)
C (-1.83994, 0.84052, 5.04916)
F (-1.60648, 1.45122, 6.15675)
C (-1.06152, -0.34103, 4.62911)
Se (0.11556, -0.59203, 3.34123)
C (-1.92164, -1.42500, 5.23784)
F (-1.39714, -2.11570, 6.23095)
C (-2.92890, -1.90197, 4.28677)
F (-2.82674, -1.88171, 2.99781)

Charges obtained by Mulliken population analysis, quoted in units of e: 0.952, -0.583, -0.400, 0.074, -0.499, -0.413, 0.008, 0.065, -1.289, -0.833, -0.624, -0.593, 0.448, -0.399, -0.487, -0.373, 0.396, -0.387, 0.257, -0.074, -0.155, -0.481, -0.400, 0.210, 0.027, -0.963, -0.511, -0.682, -0.510, 0.340, 0.353, 0.676, 0.828, 1.129, 0.524, 0.412, 0.501, 0.528, 0.471, 0.535, 0.397, 0.352, 0.362, 0.376, 0.443, 0.430, 0.417, 0.417, -0.263, 0.673, 0.037, -0.174, 0.913, -0.173, -0.269, 0.126, 0.382, -0.289, -0.264, 0.031



# 2
Density functional theory data (wB97M-V/def2-TZVPD) for C29H19BiBr3N4O11S2 as an isolated structure.

Values from the calculation:
Energy relative to the best compared isomer or geometry (same formula, charge and spin): 10.2 kcal/mol
Net charge: -1
LUMO: 1.61 eV
HOMO level: -5.69 eV
Multiplicity: 1

CARTESIAN COORDINATES (ANGSTROEM)
Bi (-0.53747, -0.37955, -1.09920)
O (-4.18128, 0.85261, -1.80496)
C (-3.50523, 1.70555, -1.06168)
O (-3.64504, 1.93756, 0.10964)
C (-2.41488, 2.39828, -1.85192)
C (-2.64339, 3.30486, -2.86544)
C (-1.54947, 3.92557, -3.45478)
C (-0.27477, 3.65273, -2.98987)
C (-0.12056, 2.68127, -2.01255)
N (-1.17392, 2.05728, -1.47236)
C (1.27450, 2.26427, -1.53536)
O (2.10235, 3.16261, -1.43630)
O (1.43363, 1.01753, -1.29107)
H (-4.51947, 0.07158, -1.31014)
H (-3.65280, 3.50657, -3.19782)
H (-1.69734, 4.62003, -4.27272)
H (0.60749, 4.14419, -3.37475)
O (-4.59642, -1.74178, -1.28283)
S (-3.52511, -2.41010, -1.99188)
O (-3.97029, -3.21709, -3.11513)
O (-2.45366, -1.46523, -2.41308)
C (-2.67685, -3.58293, -0.91620)
C (-2.28379, -4.76473, -1.53643)
C (-1.45544, -5.66389, -0.88663)
C (-1.01786, -5.39926, 0.40147)
C (-1.41844, -4.24136, 1.04067)
C (-2.23305, -3.32389, 0.38881)
S (-2.56493, -1.80699, 1.27376)
O (-1.57532, -1.73090, 2.32275)
O (-3.93430, -1.82192, 1.68885)
O (-2.32808, -0.74332, 0.21621)
H (-2.64333, -4.95852, -2.53661)
H (-1.13194, -6.55900, -1.40342)
H (-0.34712, -6.08957, 0.89966)
H (-1.07633, -3.99331, 2.03730)
Br (3.41559, 5.61237, 0.36339)
C (3.63845, 4.12562, 1.51328)
C (3.71360, 2.84853, 0.98030)
C (3.85822, 1.76649, 1.83353)
C (3.95018, 1.95831, 3.21317)
C (3.90599, 3.25331, 3.72071)
C (3.73569, 4.33822, 2.87837)
N (4.27109, 0.93093, 4.14869)
N (3.86738, -0.24001, 4.05864)
C (2.93216, -0.65803, 3.08340)
C (3.13542, -1.90348, 2.53631)
C (2.38739, -2.37270, 1.45129)
C (1.40181, -1.59203, 0.87499)
O (0.71949, -1.97287, -0.17833)
C (1.10276, -0.33958, 1.51415)
N (0.06843, 0.37118, 1.00369)
C (-0.38785, 1.43442, 1.62282)
C (0.19841, 1.88716, 2.81250)
C (1.29539, 1.23770, 3.30884)
C (1.80759, 0.10344, 2.64388)
H (3.61786, 2.69483, -0.08467)
H (3.90901, 0.76861, 1.41609)
H (3.99254, 3.39530, 4.79167)
H (3.68728, 5.34331, 3.27516)
H (3.95129, -2.50094, 2.92571)
H (2.58102, -3.34667, 1.02072)
H (-1.25258, 1.92281, 1.18720)
H (-0.22596, 2.73972, 3.32373)
H (1.75178, 1.56851, 4.23250)
Br (-1.20862, -0.37731, -5.32553)
C (-1.18980, -2.28130, -5.02825)
Br (0.19630, -2.79016, -3.77861)
H (-0.94957, -2.74519, -5.97436)
H (-2.14783, -2.58966, -4.63099)

Charges obtained by Mulliken population analysis, quoted in units of e: 1.675, -0.457, 0.056, -0.579, 0.445, -0.653, -0.431, -0.772, 0.552, 0.131, 0.344, -0.700, -0.728, 0.452, 0.488, 0.436, 0.520, -0.872, 1.483, -0.853, -0.436, 0.194, -0.660, -0.569, -0.580, -0.748, 0.034, 1.513, -0.803, -0.701, -0.413, 0.517, 0.391, 0.392, 0.540, -0.161, 0.230, -0.602, 0.208, -0.550, 0.012, -0.684, -0.508, -0.575, 0.141, -0.413, -1.088, 0.689, -0.743, 0.566, 0.830, -0.190, -1.561, -0.159, 0.039, 0.701, 0.421, 0.434, 0.395, 0.407, 0.477, 0.336, 0.465, 0.694, -0.143, -0.240, -0.088, 0.417, 0.041



# 3
Density functional theory data (wB97M-V/def2-TZVPD) for C29H19Br2Cl3HfN14OSi as an isolated structure.

Values from the calculation:
Energy relative to the best compared isomer or geometry (same formula, charge and spin): 0.0 kcal/mol
Net charge: 0
LUMO: -1.71 eV
HOMO level: -8.39 eV
Multiplicity: 1

CARTESIAN COORDINATES (ANGSTROEM)
Hf (0.31931, 1.30479, 0.81820)
N (3.74339, 2.55167, 1.03962)
C (3.20297, 1.93763, 2.16679)
N (3.77416, 1.94416, 3.34331)
N (2.92598, 1.22858, 4.12921)
N (1.91442, 0.82367, 3.46001)
N (2.04854, 1.25758, 2.16582)
C (3.16118, 2.32647, -0.19224)
N (3.76643, 2.10882, -1.33230)
N (2.75340, 1.82536, -2.20433)
N (1.61875, 1.87541, -1.61495)
N (1.83560, 2.23930, -0.31617)
H (4.73534, 2.72548, 1.06206)
Br (-2.45740, -1.01717, -8.09690)
C (-1.71517, -2.12857, -6.76366)
C (-2.18832, -3.41979, -6.61394)
C (-1.62525, -4.23630, -5.64441)
C (-0.62744, -3.75635, -4.81332)
C (-0.15311, -2.45958, -4.98150)
C (-0.69259, -1.64298, -5.96199)
N (0.00761, -4.74351, -3.94946)
N (0.38741, -4.46959, -2.80386)
C (-0.02501, -3.24699, -2.15290)
C (-1.33180, -2.85927, -2.06993)
C (-1.72683, -1.76128, -1.27564)
C (-0.79194, -1.04177, -0.58950)
O (-1.06831, 0.01998, 0.18119)
C (0.56617, -1.42889, -0.67201)
N (1.45553, -0.65007, 0.01998)
C (2.72932, -0.96389, -0.01338)
C (3.21583, -2.07064, -0.72984)
C (2.34132, -2.85210, -1.43099)
C (0.96115, -2.54253, -1.41700)
H (-2.96909, -3.79185, -7.26227)
H (-1.96861, -5.25537, -5.51536)
H (0.65676, -2.08604, -4.37017)
H (-0.32257, -0.63631, -6.09858)
H (-2.08608, -3.42260, -2.60400)
H (-2.76797, -1.47473, -1.20293)
H (3.40404, -0.32941, 0.54763)
H (4.27624, -2.27762, -0.72302)
H (2.68544, -3.70612, -2.00059)
Br (-2.85881, -4.57551, 4.28159)
C (-2.24969, -2.85999, 3.78060)
C (-0.94422, -2.70119, 3.33936)
C (-0.49517, -1.43842, 2.99317)
C (-1.33819, -0.34712, 3.11654)
C (-2.64786, -0.51555, 3.53244)
C (-3.11237, -1.78084, 3.86044)
N (-0.83642, 0.96028, 2.78211)
C (-1.18015, 1.95355, 3.48920)
C (-0.63898, 3.28864, 3.19398)
C (-0.98866, 4.38746, 3.94043)
C (-0.42766, 5.61648, 3.60993)
C (0.46110, 5.68227, 2.55813)
C (0.75389, 4.52371, 1.84993)
N (0.21674, 3.35024, 2.16114)
H (-0.28290, -3.55378, 3.27501)
H (0.53039, -1.29805, 2.67223)
H (-3.32666, 0.32842, 3.55272)
H (-4.13776, -1.92431, 4.17060)
H (-1.82957, 1.83904, 4.35415)
H (-1.69525, 4.28651, 4.75290)
H (-0.68981, 6.50591, 4.16665)
H (0.91922, 6.61599, 2.26510)
H (1.43293, 4.53503, 1.00718)
Cl (-1.30723, 5.00810, -0.71200)
Si (-1.54455, 2.93973, -0.45314)
Cl (-3.11265, 2.97602, 1.03553)
Cl (-2.63852, 2.29979, -2.09258)

Charges obtained by Mulliken population analysis, quoted in units of e: 0.663, 0.012, 0.217, -0.603, -0.745, -0.345, 1.120, 0.205, -0.550, -0.598, -0.048, 0.574, 0.326, -0.169, 0.127, -0.454, -0.394, 0.183, 0.070, -0.664, -0.548, -0.336, -0.011, -0.194, -0.982, 0.423, -0.526, 0.277, 0.793, -0.173, -1.216, -0.758, 0.410, 0.420, 0.419, 0.408, 0.442, 0.482, 0.545, 0.356, 0.463, 0.528, -0.181, 0.053, -0.905, 0.301, -0.348, -0.322, -0.766, 0.765, -0.462, 0.255, -0.893, -0.538, -0.783, -0.234, 0.382, 0.481, 0.396, 0.522, 0.425, 0.682, 0.494, 0.434, 0.438, 0.366, -0.335, 0.284, -0.344, -0.311



energy relative to the best compared isomer or geometry (same formula, charge and spin) of number 3 (C29H19Br2Cl3HfN14OSi)? 0.0 kcal/mol